{
  "formula": "C15H22Cl2F4NO7S2",
  "method": "the ωB97M-V functional and the def2-TZVPD basis",
  "mol_weight_g_mol": 539.4,
  "orbital_gap_ev": 7.83,
  "total_charge": -1,
  "spin_multiplicity": 1,
  "species": ["Cl", "Cl", "S", "S", "F", "F", "F", "F", "O", "O", "O", "O", "O", "O", "O", "N", "C", "C", "C", "C", "C", "C", "C", "C", "C", "C", "C", "C", "C", "C", "C", "H", "H", "H", "H", "H", "H", "H", "H", "H", "H", "H", "H", "H", "H", "H", "H", "H", "H", "H", "H", "H", "H"],
  "coordinates": [[-3.981, -3.458, 0.571], [-2.375, 1.025, 3.082], [4.547, 0.242, -4.663], [0.220, 1.483, -1.056], [3.857, 1.402, -6.938], [-3.129, -0.550, -0.178], [2.924, 2.264, -5.185], [2.238, 0.360, -5.950], [-0.493, -1.389, -2.439], [0.282, 2.385, 0.067], [4.845, -0.953, -5.419], [-0.007, 2.053, -2.359], [-4.384, -1.519, 2.244], [3.781, 0.032, -3.448], [5.620, 1.205, -4.558], [-1.076, -1.950, -0.286], [0.636, 0.170, 2.367], [-2.047, -2.098, 1.970], [1.725, 0.555, -1.098], [2.259, -2.304, 2.487], [-1.962, 0.028, 0.444], [-0.856, -1.087, -1.330], [0.263, -1.059, 1.530], [-2.704, 1.092, 1.313], [-1.221, -1.227, 1.011], [-2.049, 3.630, 1.639], [-1.181, 0.347, -0.861], [0.738, -2.319, 2.281], [-2.701, 2.543, 0.786], [-3.532, -2.151, 1.716], [3.329, 1.110, -5.737], [-2.650, 3.863, 2.515], [-1.897, 0.773, -1.560], [0.269, -2.319, 3.267], [-3.749, 2.825, 0.674], [-2.267, 2.586, -0.209], [1.699, 0.388, 2.255], [0.083, 1.060, 2.124], [2.514, -1.707, 3.361], [-1.919, -1.737, 2.988], [2.763, -1.857, 1.630], [2.167, 0.608, -0.108], [-0.466, -2.757, -0.285], [1.518, -0.482, -1.353], [2.363, 0.953, -1.879], [-2.001, 4.534, 1.028], [0.452, -3.227, 1.747], [-3.731, 0.751, 1.286], [0.474, -0.030, 3.429], [0.900, -1.041, 0.649], [2.634, -3.312, 2.644], [-1.028, 3.389, 1.910], [-1.697, -3.123, 1.885]],
  "atomic_forces_ev_per_a": [[-0.03, 0.01, -0.01], [0.18, -0.05, 0.01], [0.09, 0.02, -0.12], [0.48, 0.86, -0.75], [-0.02, 0.05, -0.08], [0.15, -0.06, -0.07], [-0.05, 0.07, -0.01], [-0.07, 0.01, -0.04], [-0.04, 0.04, 0.42], [-0.21, -0.21, 0.34], [-0.01, -0.04, 0.05], [-0.08, -0.28, 0.25], [0.34, -0.13, -0.12], [-0.09, -0.01, 0.23], [0.01, 0.01, 0.06], [0.31, 0.18, 0.44], [-0.07, -0.33, 0.37], [-0.23, 0.27, 0.02], [-0.24, -0.55, 0.29], [-0.31, 0.13, 0.03], [-0.37, -0.02, -0.07], [-0.07, 0.13, -0.64], [-0.04, 0.13, 0.56], [0.42, 0.37, 0.12], [0.59, -0.42, -0.66], [0.00, 0.09, -0.38], [-0.57, -0.48, 0.38], [0.25, 0.37, 0.00], [-0.19, 0.23, 0.16], [-0.48, -0.09, 0.11], [0.08, -0.08, 0.07], [0.10, -0.11, 0.16], [0.09, 0.06, -0.11], [-0.17, -0.29, -0.03], [-0.02, -0.04, -0.11], [0.05, -0.14, -0.05], [-0.01, 0.00, -0.09], [-0.04, 0.27, -0.25], [0.09, 0.01, 0.00], [-0.03, 0.01, 0.04], [0.11, -0.15, -0.08], [0.13, 0.14, -0.04], [-0.22, -0.18, -0.07], [0.08, 0.06, -0.22], [0.13, 0.20, -0.17], [-0.01, 0.03, 0.03], [-0.02, -0.07, 0.01], [0.07, -0.14, -0.04], [-0.10, 0.03, 0.04], [-0.26, 0.16, -0.27], [0.11, -0.03, -0.01], [0.05, -0.09, 0.15], [0.14, 0.04, 0.13]]
}

{
  "formula": "C15H22Cl3N4O2S2",
  "method": "the ωB97M-V functional and the def2-TZVPD basis",
  "mol_weight_g_mol": 460.9,
  "orbital_gap_ev": 8.30,
  "total_charge": 1,
  "spin_multiplicity": 1,
  "species": ["Cl", "Cl", "Cl", "S", "S", "O", "O", "N", "N", "N", "N", "C", "C", "C", "C", "C", "C", "C", "C", "C", "C", "C", "C", "C", "C", "C", "H", "H", "H", "H", "H", "H", "H", "H", "H", "H", "H", "H", "H", "H", "H", "H", "H", "H", "H", "H", "H", "H"],
  "coordinates": [[-2.170, 6.296, 4.800], [4.372, 0.420, -0.186], [-1.576, 6.651, 1.956], [-1.965, 3.075, 0.460], [0.164, -3.846, -0.379], [0.145, -0.725, -5.060], [1.440, 0.727, -3.963], [1.812, -1.814, 1.668], [-1.285, -1.475, -0.359], [-1.556, 1.351, -2.687], [-2.630, 0.472, -0.229], [-1.135, 0.149, -2.115], [2.464, 1.512, -1.856], [1.247, -2.501, 2.855], [-0.372, -2.267, -0.970], [-2.616, 5.859, 3.151], [0.503, -0.236, -4.036], [-0.152, -0.637, -2.732], [-0.300, -2.508, 2.923], [-0.982, -1.386, 2.115], [-1.877, -1.871, 0.937], [-2.272, 1.591, 0.160], [-1.664, -0.302, -0.909], [2.471, 0.466, -2.983], [2.663, 0.906, -0.475], [0.212, -1.842, -2.147], [-2.520, 4.785, 3.040], [2.430, -0.544, -2.572], [3.290, 2.204, -2.033], [2.329, -2.457, 1.083], [-0.969, -4.416, 0.078], [-0.286, -0.614, 1.787], [-0.572, -2.385, 3.974], [-2.564, 1.434, -2.608], [-1.290, 1.422, -3.661], [-2.864, -1.429, 1.036], [-0.730, -3.469, 2.635], [-3.641, 6.166, 2.974], [1.567, -3.547, 2.809], [3.418, 0.534, -3.517], [1.706, -2.095, 3.755], [2.032, 0.037, -0.276], [2.505, -1.150, 1.993], [-1.687, -0.895, 2.793], [1.549, 2.111, -1.845], [0.957, -2.453, -2.638], [2.440, 1.642, 0.298], [-2.040, -2.944, 0.956]],
  "atomic_forces_ev_per_a": [[-0.03, -0.04, 0.00], [-0.28, -0.16, -0.14], [-0.03, -0.11, -0.08], [0.02, -0.46, 0.30], [0.17, -0.04, 0.13], [-0.19, 0.09, -0.12], [-0.07, -0.67, 0.09], [0.05, 0.28, 0.29], [-0.32, -0.50, -0.17], [-0.37, -0.66, 0.31], [1.19, 0.09, 0.27], [0.43, 0.08, -0.91], [0.36, -0.23, 0.13], [0.25, -0.89, -0.78], [-0.17, -0.54, -0.13], [-0.07, 0.01, 0.06], [-0.12, 0.15, -0.10], [0.20, -0.29, 0.78], [0.22, 0.66, 0.16], [-1.06, -0.25, 0.50], [0.36, 0.33, 0.77], [-0.70, 0.43, -0.67], [-0.29, 0.35, 0.12], [0.67, 0.83, 0.49], [-0.08, 0.32, 0.30], [-0.02, 0.38, -0.18], [0.08, 0.01, 0.02], [-0.29, 0.01, -0.14], [-0.18, 0.14, 0.04], [-0.05, -0.12, 0.06], [0.00, 0.38, -0.22], [0.10, -0.18, -0.12], [-0.03, -0.04, -0.08], [0.07, 0.39, 0.02], [0.03, 0.16, 0.01], [0.11, 0.14, -0.39], [0.25, -0.04, -0.10], [0.03, 0.08, 0.00], [0.00, 0.09, 0.23], [-0.16, -0.09, -0.16], [-0.30, 0.15, 0.04], [0.10, -0.04, -0.15], [-0.03, 0.10, -0.15], [0.12, 0.11, -0.05], [-0.10, -0.22, -0.17], [-0.15, -0.19, 0.08], [0.05, 0.01, -0.07], [0.22, 0.01, -0.13]]
}